(1)
This record from the OMol25 dataset describes 9 unconnected molecules or ions with the total composition C32H64Br2O14 at a distorted geometry. The level of theory is the ωB97M-V functional and the def2-TZVPD basis.

```
112
Properties=species:S:1:pos:R:3:mulliken_charge:R:1
C -26.05 -1.26 -12.12 -1.0569
C -25.11 -2.29 -11.51 0.2119
O -25.01 -3.36 -12.46 -0.2770
C -24.56 -4.53 -12.01 0.7626
C -24.54 -5.55 -13.13 -0.6312
O -24.28 -4.83 -10.88 -0.5669
H -25.53 -0.44 -12.61 0.3358
H -26.74 -0.90 -11.36 0.3027
H -26.71 -1.74 -12.84 0.2346
H -24.20 -1.84 -11.11 0.3609
H -25.59 -2.67 -10.60 -0.1565
H -23.84 -5.25 -13.91 0.3995
H -25.54 -5.70 -13.53 -0.0969
H -24.12 -6.47 -12.74 0.2259
C -28.98 -5.81 -1.87 -1.2458
C -28.27 -5.99 -3.22 0.4675
O -28.78 -5.06 -4.19 -0.4046
C -29.67 -5.51 -5.07 0.8005
C -30.02 -4.46 -6.09 -0.8515
O -30.07 -6.66 -5.09 -0.5192
H -29.25 -6.71 -1.34 0.3271
H -29.92 -5.27 -2.01 0.3464
H -28.42 -5.06 -1.30 0.3507
H -27.23 -5.70 -3.10 0.2678
H -28.30 -7.01 -3.60 -0.1961
H -30.82 -3.79 -5.79 0.3797
H -30.30 -4.87 -7.06 0.0488
H -29.10 -3.91 -6.28 0.2558
C -29.72 -11.82 -15.99 -1.0845
C -30.97 -11.98 -15.14 -0.2850
O -30.94 -11.02 -14.10 -0.2815
C -31.00 -11.45 -12.81 0.5266
C -30.98 -10.26 -11.88 -0.2697
O -31.03 -12.61 -12.50 -0.5660
H -29.66 -12.47 -16.86 0.3711
H -28.81 -11.90 -15.40 0.2917
H -29.78 -10.81 -16.41 0.2555
H -31.86 -11.82 -15.76 0.2878
H -31.09 -13.00 -14.76 0.3479
H -30.18 -9.61 -12.20 -0.1393
H -30.89 -10.65 -10.87 0.2950
H -31.94 -9.76 -12.02 0.1871
C -31.03 -2.39 -12.26 -1.3462
C -30.33 -3.49 -11.50 0.0751
O -30.01 -4.68 -12.20 -0.1897
C -29.02 -4.62 -13.08 0.8201
C -28.79 -5.94 -13.78 -0.9396
O -28.42 -3.61 -13.36 -0.5532
H -31.14 -1.51 -11.63 0.4150
H -32.04 -2.71 -12.55 0.3012
H -30.49 -2.12 -13.17 0.3342
H -29.51 -3.05 -10.93 -0.0016
H -31.00 -3.85 -10.71 0.3250
H -29.41 -5.91 -14.68 0.3742
H -29.14 -6.77 -13.18 0.1742
H -27.75 -6.00 -14.07 0.1524
C -32.85 -9.08 -6.34 -1.4611
C -32.16 -8.26 -7.38 0.7143
O -33.09 -7.95 -8.42 -0.3699
C -32.63 -7.36 -9.51 0.7172
C -33.73 -7.12 -10.51 -1.3025
O -31.50 -6.96 -9.63 -0.3003
H -33.80 -8.62 -6.03 0.3991
H -32.23 -9.14 -5.45 0.3352
H -33.13 -10.06 -6.73 0.3529
H -31.73 -7.33 -7.02 -0.1269
H -31.25 -8.76 -7.75 0.0501
H -34.08 -8.07 -10.91 0.3188
H -33.39 -6.44 -11.30 0.2490
H -34.58 -6.65 -10.03 0.3976
C -23.43 -8.24 -4.80 -1.2981
C -24.84 -7.80 -4.49 0.2607
O -25.11 -6.50 -5.00 -0.3745
C -25.27 -6.36 -6.32 0.5242
C -25.52 -4.94 -6.70 -0.3504
O -25.36 -7.29 -7.08 -0.3876
H -23.24 -8.47 -5.85 0.1850
H -23.19 -9.18 -4.30 0.4442
H -22.68 -7.54 -4.41 0.3202
H -25.53 -8.55 -4.88 -0.1183
H -24.98 -7.78 -3.42 0.4419
H -24.80 -4.17 -6.43 0.4831
H -26.50 -4.70 -6.27 0.0235
H -25.66 -4.86 -7.78 -0.2064
C -21.85 -8.90 -9.01 -0.9234
C -22.92 -9.83 -9.54 0.6673
C -24.06 -9.16 -10.25 -0.1568
O -22.85 -11.02 -9.45 -0.5834
H -21.12 -9.44 -8.41 0.3185
H -22.35 -8.24 -8.30 0.0900
H -21.34 -8.37 -9.81 0.3472
H -23.91 -8.13 -10.57 -0.0015
H -24.90 -9.06 -9.54 -0.1367
H -24.44 -9.74 -11.09 0.4132
C -27.67 -10.42 -7.53 -0.5909
C -28.54 -10.66 -6.32 0.4792
C -28.14 -9.90 -5.07 -0.4840
O -29.54 -11.33 -6.37 -0.6013
H -27.57 -9.36 -7.75 -0.2688
H -28.08 -10.97 -8.38 0.4483
H -26.67 -10.83 -7.34 0.4306
H -27.21 -10.31 -4.68 0.4363
H -28.95 -9.99 -4.35 0.3591
H -28.01 -8.85 -5.34 -0.2345
Br -27.78 -4.47 -9.32 -0.2155
C -28.12 -6.36 -9.11 0.2031
C -27.38 -7.05 -10.23 -0.2499
Br -28.00 -8.84 -10.59 -0.0110
H -29.20 -6.51 -9.15 -0.0259
H -27.82 -6.73 -8.13 0.1683
H -26.32 -7.05 -9.95 0.1796
H -27.37 -6.47 -11.15 0.0684
```

Results
Highest occupied orbital energy (eV): -9.376
Energy relative to the best compared isomer or geometry (same formula, charge and spin) (kcal/mol): 0.00
M (Da): 832.66
Orbital gap (eV): 9.8
Net charge: 0



(2)
This record from the OMol25 dataset describes 2 unconnected molecules or ions with the total composition C2H5FO at a distorted geometry. The level of theory is the ωB97M-V functional and the def2-TZVPD basis.

```
9
Properties=species:S:1:pos:R:3:mulliken_spin:R:1
C -0.55 -1.75 -0.17 1.6152
C 0.96 1.27 -0.35 0.0382
O -1.37 -1.36 0.79 0.2356
F 0.59 1.18 1.00 0.0010
H -1.19 -2.51 -0.71 0.1281
H 1.50 2.12 -0.50 0.0052
H -0.01 1.22 -0.81 -0.0136
H 1.34 0.29 -0.51 -0.0138
H -1.28 -0.48 1.27 0.0043
```

Results
Highest occupied orbital energy (spin up / spin down) (eV): -7.258 / -12.240
Energy relative to the best compared isomer or geometry (same formula, charge and spin) (kcal/mol): 18.25
<S²>: 2.00
2S+1: 3
M (Da): 64.06
Orbital gap (spin up / spin down) (eV): 8.3 / 11.5
Net charge: 0



(3)
This record from the OMol25 dataset describes 18 unconnected molecules or ions with the total composition C45H135N9O18 at a distorted geometry. The level of theory is the ωB97M-V functional and the def2-TZVPD basis.

```
207
Properties=species:S:1:pos:R:3:mulliken_spin:R:1
C 2.90 2.01 5.84 -0.0078
O 2.14 2.13 4.63 -0.0184
H 2.49 1.25 6.50 0.0002
H 3.93 1.82 5.53 0.0052
H 2.80 2.88 6.49 -0.0025
H 2.78 2.43 3.99 -0.0002
C -1.51 2.30 3.91 -0.0237
O -2.83 2.57 4.18 0.0003
H -0.90 2.79 4.66 -0.0020
H -1.25 1.24 3.82 0.0062
H -1.24 2.76 2.96 0.0240
H -3.30 1.95 3.62 0.0023
C 0.73 3.37 -2.71 1.6865
O -0.56 3.75 -2.38 -1.4943
H 1.20 2.67 -2.02 -0.2259
H 0.68 2.75 -3.61 -0.2503
H 1.37 4.23 -2.90 0.2889
H -0.70 4.69 -2.51 1.0652
C -1.07 -2.79 3.65 -0.0016
O -1.10 -2.51 2.27 -0.0063
H -0.69 -3.79 3.87 0.0002
H -0.55 -1.99 4.19 0.0013
H -2.09 -2.79 4.04 0.0008
H -0.37 -1.93 2.03 -0.0014
C 3.67 -0.24 -1.51 -0.0564
O 4.25 -1.24 -0.72 -0.0044
H 2.87 0.32 -1.03 0.0006
H 4.44 0.48 -1.80 0.0046
H 3.21 -0.64 -2.41 0.0247
H 3.54 -1.89 -0.61 0.0004
C -5.65 1.46 -1.93 -0.0792
O -6.03 2.56 -2.71 -0.0598
H -5.09 1.78 -1.05 0.0579
H -6.55 0.95 -1.60 0.0198
H -5.09 0.79 -2.58 0.0097
H -6.42 2.17 -3.49 0.0121
C -2.40 0.36 -6.20 0.0497
O -2.53 0.16 -4.82 -0.0200
H -3.13 1.06 -6.61 -0.0053
H -1.36 0.62 -6.42 0.0115
H -2.54 -0.55 -6.79 -0.0024
H -2.88 0.95 -4.40 0.0130
C -5.87 -2.06 -1.11 0.0425
O -4.42 -2.11 -1.16 -0.0695
H -6.21 -1.44 -0.28 -0.0008
H -6.27 -1.70 -2.06 -0.0044
H -6.25 -3.07 -0.95 0.0051
H -4.20 -2.28 -2.08 0.0209
C -5.17 0.16 2.15 0.0073
O -3.92 0.76 2.64 0.0019
H -5.93 0.12 2.93 0.0010
H -5.68 0.61 1.30 -0.0013
H -4.93 -0.90 2.06 0.0003
H -3.29 0.48 1.97 -0.0003
C 7.18 -0.03 7.60 -0.0001
C 7.22 -0.74 6.25 -0.0016
C 5.84 -0.51 5.54 -0.0022
O 5.77 -1.23 4.25 0.0004
C 4.73 -0.73 3.38 0.0041
N 8.35 -0.25 5.50 0.0005
H 6.36 -0.34 8.24 0.0000
H 7.07 1.05 7.46 -0.0002
H 8.02 -0.35 8.22 0.0001
H 7.33 -1.80 6.45 0.0002
H 5.75 0.54 5.25 0.0053
H 4.93 -0.70 6.11 0.0012
H 4.87 0.28 3.00 -0.0042
H 3.78 -0.66 3.90 0.0009
H 4.51 -1.37 2.52 0.0002
H 8.25 0.69 5.15 -0.0009
H 8.14 -0.76 4.66 0.0003
C 0.43 -3.45 -1.36 0.0008
C 1.83 -3.97 -1.07 0.0024
C 2.80 -4.00 -2.32 0.0049
O 2.29 -4.92 -3.28 -0.0051
C 3.14 -4.99 -4.40 0.0015
N 2.45 -3.16 -0.05 -0.0077
H -0.27 -3.56 -0.52 -0.0070
H -0.02 -4.09 -2.12 0.0002
H 0.44 -2.40 -1.66 0.0076
H 1.74 -4.99 -0.72 0.0015
H 3.76 -4.35 -1.93 0.0014
H 3.02 -2.99 -2.67 -0.0012
H 2.62 -5.47 -5.23 0.0013
H 4.05 -5.56 -4.20 -0.0007
H 3.48 -4.06 -4.86 0.0007
H 1.78 -2.98 0.68 0.0010
H 3.20 -3.70 0.37 0.0001
C -5.02 -5.56 0.13 -0.0008
C -3.79 -5.22 1.06 0.0003
C -2.40 -5.56 0.50 -0.0070
O -2.14 -7.00 0.50 0.0001
C -1.10 -7.46 -0.32 0.0004
N -3.89 -3.78 1.38 0.0004
H -5.08 -4.88 -0.72 0.0051
H -5.93 -5.45 0.71 0.0005
H -5.00 -6.62 -0.15 -0.0012
H -3.92 -5.72 2.02 -0.0003
H -1.71 -5.03 1.15 0.0012
H -2.30 -5.18 -0.51 0.0021
H -0.08 -7.12 -0.14 0.0005
H -1.29 -7.16 -1.35 0.0006
H -1.27 -8.54 -0.36 -0.0005
H -4.02 -3.27 0.52 0.0034
H -3.04 -3.39 1.76 0.0009
C 1.76 -2.17 5.82 -0.0007
C 0.93 -3.15 6.66 0.0004
C 1.72 -4.45 6.87 0.0001
O 2.07 -5.08 5.69 -0.0001
C 2.44 -6.42 5.89 0.0002
N 0.69 -2.47 7.94 0.0001
H 2.81 -2.13 6.10 -0.0006
H 1.38 -1.15 5.88 -0.0003
H 1.82 -2.45 4.77 0.0011
H 0.02 -3.39 6.10 -0.0001
H 1.09 -5.06 7.51 0.0000
H 2.60 -4.22 7.47 0.0000
H 2.73 -6.85 4.93 -0.0001
H 1.64 -7.03 6.31 0.0000
H 3.30 -6.51 6.55 0.0000
H 0.26 -3.13 8.57 0.0000
H 1.61 -2.44 8.38 0.0000
C -3.95 4.75 -4.55 0.0217
C -3.07 3.56 -4.90 -0.5695
C -1.67 3.91 -5.50 -0.6550
O -1.97 4.52 -6.76 -0.0869
C -0.87 5.24 -7.28 0.4918
N -2.91 2.83 -3.70 -0.3573
H -4.21 5.18 -5.52 0.0178
H -3.42 5.43 -3.88 0.0465
H -4.85 4.52 -3.98 0.0519
H -3.67 2.92 -5.55 0.0761
H -1.06 3.02 -5.60 -0.0351
H -1.14 4.62 -4.86 0.4368
H -0.01 4.60 -7.50 -0.0199
H -0.51 6.00 -6.60 -0.1354
H -1.02 5.65 -8.28 -0.0068
H -2.03 3.09 -3.28 0.0695
H -3.61 3.01 -2.99 -0.1160
C -6.29 6.42 -2.23 -0.0314
C -5.76 6.21 -0.80 -0.0035
C -4.60 5.24 -0.67 0.2148
O -4.34 4.96 0.70 -0.0671
C -3.35 3.95 0.98 -0.1600
N -5.34 7.46 -0.17 0.0017
H -7.01 7.23 -2.19 -0.0032
H -6.81 5.51 -2.53 -0.0036
H -5.49 6.66 -2.92 -0.0004
H -6.60 5.80 -0.23 0.0049
H -3.67 5.61 -1.09 0.1228
H -4.82 4.31 -1.19 0.0421
H -2.96 4.09 1.99 0.0036
H -2.50 3.87 0.31 -0.0686
H -3.79 2.96 0.95 0.0322
H -4.52 7.81 -0.65 -0.0477
H -4.95 7.24 0.73 0.0049
C 4.06 -1.36 -6.06 0.0002
C 2.59 -1.47 -6.47 -0.0166
C 1.84 -0.07 -6.47 -0.0063
O 1.70 0.54 -5.14 -0.0729
C 0.97 -0.31 -4.23 -0.1774
N 2.64 -2.03 -7.79 -0.0008
H 4.55 -0.55 -6.59 -0.0064
H 4.64 -2.24 -6.29 0.0042
H 4.23 -1.14 -5.00 0.0005
H 2.03 -2.11 -5.80 0.0049
H 0.91 0.01 -7.04 0.0375
H 2.43 0.67 -7.02 -0.0043
H 0.71 0.22 -3.32 0.1102
H 1.59 -1.14 -3.90 0.0275
H 0.06 -0.71 -4.67 -0.0315
H 1.66 -2.21 -7.95 -0.0008
H 3.08 -2.92 -7.60 -0.0015
C 1.51 3.84 1.27 0.7771
C 2.94 3.38 1.05 -1.3937
C 3.72 4.31 0.18 0.6037
O 5.11 3.97 -0.03 -0.1681
C 5.37 2.79 -0.73 0.0084
N 3.55 3.27 2.32 0.2847
H 1.53 4.82 1.75 -0.1194
H 0.97 3.02 1.74 0.1557
H 0.97 4.07 0.35 -0.0777
H 2.90 2.39 0.60 0.0444
H 3.65 5.28 0.68 -0.0693
H 3.23 4.45 -0.79 0.2188
H 4.72 2.63 -1.59 0.0278
H 5.33 1.87 -0.14 -0.0077
H 6.36 2.71 -1.19 0.0016
H 4.52 3.32 2.02 -0.0027
H 3.48 4.13 2.84 -0.0387
C -1.99 0.76 -1.29 0.6773
C -1.47 -0.28 -0.23 -0.4587
C -0.28 0.31 0.59 0.3672
O 0.46 -0.75 1.26 -0.0610
C 1.59 -0.25 1.99 0.0940
N -2.57 -0.82 0.62 -0.0012
H -2.16 1.73 -0.83 0.0959
H -2.94 0.45 -1.73 -0.0223
H -1.29 0.94 -2.10 -0.0746
H -1.05 -1.12 -0.77 -0.0485
H -0.51 1.20 1.18 0.0475
H 0.42 0.56 -0.20 -0.0573
H 2.05 -1.10 2.51 0.0089
H 1.31 0.49 2.73 -0.0060
H 2.35 0.13 1.31 -0.0107
H -3.23 -1.23 -0.02 0.0187
H -2.25 -1.53 1.27 0.0101
```

Results
Highest occupied orbital energy (spin up / spin down) (eV): 0.224 / -6.611
<S²>: 0.75
2S+1: 2
M (Da): 1090.62
Orbital gap (spin up / spin down) (eV): 1.4 / 8.3
Net charge: -1



(4)
This record from the OMol25 dataset describes C5H8O in the gas phase. The level of theory is the ωB97M-V functional and the def2-TZVPD basis.

```
14
Properties=species:S:1:pos:R:3:mulliken_charge:R:1
C -0.95 0.97 1.90 -1.1379
C -0.80 1.10 0.47 0.4277
C -0.54 0.87 -0.69 -0.5403
C -0.40 -0.53 -1.18 -0.1831
C 1.08 -0.99 -1.15 -0.4101
O 1.89 -0.30 -0.23 -0.5053
H -0.16 0.28 2.23 0.2651
H -0.82 1.93 2.38 0.3365
H -1.92 0.53 2.17 0.3037
H -0.98 -1.08 -0.43 0.2231
H -0.87 -0.72 -2.14 0.3626
H 1.10 -2.03 -0.83 0.2668
H 1.49 -0.94 -2.17 0.2538
H 1.77 0.65 -0.39 0.3374
```

Results
Highest occupied orbital energy (eV): -9.389
Energy relative to the best compared isomer or geometry (same formula, charge and spin) (kcal/mol): 78.85
M (Da): 84.12
Orbital gap (eV): 10.3
Net charge: 0



Calculated values (Eh) of electronic energy for the records, taken in order: -7459.13510; -254.10589; -3642.21050; -270.43224.